Molecular formula: C20H41BrN5O2
Method: DFT, ωB97M-V/def2-TZVPD

Geometry as XYZ:
```
69
Properties=species:S:1:pos:R:3:mulliken_charge:R:1
Br 0.519 3.835 3.174 -0.145
O -6.442 2.044 1.221 -0.636
O 1.213 -4.006 4.956 -0.643
N -4.820 3.457 1.843 -0.159
N 2.936 -0.120 0.603 -0.061
N 2.250 -2.930 6.630 -0.157
N 0.982 0.674 0.661 0.666
N 1.498 0.832 1.902 -0.548
C 0.364 -1.812 -6.365 -0.767
C -0.871 2.247 1.227 -0.576
C 1.797 -3.014 5.353 0.450
C -0.385 1.098 0.355 -0.749
C -4.006 4.231 2.764 -0.616
C 2.958 -1.835 7.269 -0.761
C 1.654 -0.281 -1.546 -0.308
C -1.374 -2.153 -4.413 -0.140
C 1.762 -1.407 -5.859 -0.999
C 2.739 0.264 -2.472 -0.710
C 0.106 3.452 1.303 -0.743
C 2.332 0.147 -3.938 -0.923
C 1.894 -1.262 -4.328 0.291
C -0.806 -1.269 -5.550 -0.548
C 1.856 0.079 -0.133 0.224
C -5.868 2.628 2.122 0.771
C 2.666 0.355 1.876 -0.501
C -6.267 2.473 3.570 -1.211
C 2.042 -1.830 4.443 -1.013
C -0.979 -3.627 -4.422 -1.302
H 0.694 0.057 -1.906 0.144
H -1.144 -1.753 -3.425 -0.021
H -0.370 4.329 0.895 0.480
H -1.617 -1.053 -6.236 0.461
H 2.452 -2.184 -6.175 0.251
H 2.385 -1.478 8.125 0.280
H -2.458 -2.112 -4.474 0.437
H 3.785 -0.543 0.258 0.239
H 1.617 -2.065 3.471 0.278
H 2.127 -0.505 -6.338 0.471
H 1.556 -0.933 4.830 0.445
H 0.081 -3.773 -4.595 0.308
H 0.269 -1.391 -7.362 0.333
H -7.107 1.787 3.626 0.292
H -4.614 3.517 0.859 0.217
H 2.710 -1.911 -4.006 0.376
H 3.320 0.320 2.719 0.609
H 2.052 -3.752 7.178 0.232
H 2.926 1.317 -2.260 0.397
H -1.027 0.239 0.531 0.243
H -1.540 -4.176 -5.171 0.369
H -1.798 2.585 0.774 0.256
H 1.014 -1.590 -3.784 -0.306
H -1.127 1.922 2.225 0.556
H 3.929 -2.183 7.623 0.281
H 1.599 0.904 -4.213 0.222
H 1.037 3.212 0.814 0.422
H -2.964 3.920 2.661 0.052
H 0.352 -2.886 -6.510 0.473
H -1.212 -4.098 -3.473 0.384
H -6.571 3.433 3.989 0.356
H -4.320 4.088 3.792 0.322
H 3.693 -0.239 -2.328 0.305
H 3.114 -1.651 4.325 0.341
H -4.083 5.289 2.510 0.300
H -0.481 1.354 -0.691 0.405
H -5.442 2.065 4.155 0.336
H 3.110 -1.010 6.580 0.284
H -0.546 -0.302 -5.123 0.180
H 3.229 0.351 -4.515 0.426
H 1.619 -1.369 -1.601 0.376
```

## Properties
* maximum force: 2.202 eV Å⁻¹
* HOMO-LUMO gap: 8.6 eV
* E: -3784.7167 Ha
* LUMO energy: -2.799 eV
* multiplicity: 1
* HOMO level: -0.418 hartree
* charge: +1